Record 1
This record from the Open Molecules 2025 dataset describes a molecular structure, C26H40N2O4PtS7Si at a distorted geometry. The level of theory is ωB97M-V/def2-TZVPD.

Each line ends with the Löwdin charge.
Element x y z (Å)
Pt 1.455 -0.790 -0.797  0.8480
C 4.002 1.433 -4.355  0.0068
N 3.988 -0.004 -4.005  0.0017
N 2.635 -0.400 -3.340  0.0665
C 2.988 -1.497 -2.561  -0.5030
O 2.146 -2.292 -1.994  -0.2037
C 4.410 -1.629 -2.558  0.0627
C 4.941 -0.674 -3.397  -0.3468
C 6.321 -0.303 -3.545  -0.0029
C 1.448 -0.449 -4.113  -0.2431
C 0.301 0.366 -3.929  0.0046
C -0.743 0.444 -4.909  -0.0535
C -0.421 -0.071 -6.151  -0.0785
C 0.652 -0.992 -6.211  -0.0608
C 1.408 -1.391 -5.120  0.0043
H 4.296 1.655 -5.403  0.1000
H 4.673 1.977 -3.654  0.0849
H 2.995 1.811 -4.099  0.0976
H 4.979 -2.207 -1.870  0.1143
H 6.900 -0.986 -2.870  0.1131
H 6.491 0.799 -3.471  0.1032
H 6.535 -0.634 -4.563  0.1026
H 0.168 0.818 -2.933  0.0939
H -1.637 0.956 -4.611  0.1009
H -0.897 0.215 -7.044  0.0875
H 0.926 -1.411 -7.182  0.1092
H 2.094 -2.098 -5.261  0.0843
C 1.976 4.572 1.892  -0.2051
Si 2.168 3.944 0.134  0.3846
C 1.040 5.035 -0.997  -0.1971
C 3.895 4.160 -0.490  -0.1982
C 1.556 2.238 0.005  -0.2447
C 1.508 1.007 -0.295  -0.4223
H 1.826 5.675 1.982  0.0347
H 2.926 4.346 2.446  0.0345
H 1.174 4.126 2.496  0.0201
H 0.996 4.554 -1.986  0.0172
H 1.433 6.045 -1.203  0.0226
H 0.041 5.131 -0.586  0.0169
H 4.048 5.272 -0.543  0.0461
H 4.073 3.816 -1.518  0.0149
H 4.695 3.717 0.115  0.0304
O -1.069 -2.727 -0.758  -0.5804
C -7.001 2.978 1.876  -0.2514
S -6.471 4.730 2.063  0.7763
C -5.328 4.952 3.454  -0.2541
O -5.877 5.172 0.780  -0.5452
H -6.114 2.346 1.575  0.0696
H -7.685 3.098 1.040  0.0358
H -7.495 2.559 2.732  0.0346
H -5.518 4.327 4.326  0.0551
H -5.463 5.982 3.620  0.0129
H -4.300 4.854 3.027  0.0666
C -0.929 -7.252 1.861  -0.3326
S -1.501 -6.600 0.141  0.7556
C -3.158 -5.631 0.016  -0.9679
C -3.338 -4.270 0.124  -0.8784
S -2.364 -2.692 0.139  0.8606
S -5.032 -3.844 0.616  0.8240
C -5.757 -5.475 -0.035  -1.3635
S -7.281 -5.885 -0.061  0.6947
S -4.405 -6.450 -0.801  0.8880
H -0.371 -8.187 1.741  0.0286
H -1.759 -7.462 2.542  0.0342
H -0.290 -6.423 2.111  -0.0076
C -1.300 -3.050 4.177  -0.1546
C 0.143 -3.196 4.601  -0.4127
S 1.074 -1.696 5.164  0.9022
O 1.374 -2.054 6.607  -0.5988
C -0.272 -0.211 5.497  -0.2965
C -1.005 0.511 4.333  -0.1301
H -1.807 -4.022 3.989  0.0802
H -1.439 -2.391 3.295  0.0539
H -1.776 -2.486 5.031  0.0776
H 0.729 -3.672 3.806  0.0699
H 0.289 -3.837 5.510  0.0905
H 0.454 0.361 6.097  0.0642
H -0.879 -0.790 6.194  0.0536
H -1.328 1.515 4.601  0.0594
H -1.855 -0.092 3.971  0.0579
H -0.305 0.727 3.487  0.0795

Charge: 0
2S+1: 5
Electronic energy in Eh: -4620.76414
Energy above the lowest of the compared OMol25 structures with the same formula, charge and spin in kcal/mol: 13.4
E_HOMO (alpha / beta) in eV: -6.85 / -7.47
Gap between HOMO and LUMO (alpha / beta) in eV: 5.97 / 4.42



Record 2
This record from the Open Molecules 2025 dataset describes a molecular structure, C26H40N3O4RuS2Si at a distorted geometry. The level of theory is ωB97M-V/def2-TZVPD.

Each line ends with the Löwdin charge.
Element x y z (Å)
Ru 0.163 0.161 -0.589  0.9643
C 0.791 -3.166 1.759  -0.0554
C 2.220 -3.140 1.214  -0.3564
C 3.159 -2.675 2.333  -0.0662
C 2.361 -2.302 -0.046  -0.1832
C 1.255 -2.054 -0.872  -0.1111
C 1.397 -1.326 -2.078  -0.1597
C 2.658 -0.859 -2.487  -0.3159
C 2.830 -0.108 -3.770  -0.0386
C 3.744 -1.133 -1.671  -0.0876
C 3.600 -1.835 -0.481  -0.0449
H 0.761 -3.714 2.698  0.0857
H 0.098 -3.645 1.074  0.0693
H 0.441 -2.152 1.951  0.0773
H 2.500 -4.169 0.945  0.1475
H 2.950 -1.638 2.590  0.0724
H 4.205 -2.766 2.049  0.0659
H 3.001 -3.286 3.220  0.0807
H 0.314 -2.575 -0.705  0.0914
H 0.575 -1.341 -2.798  0.1078
H 3.553 -0.606 -4.414  0.0863
H 3.203 0.893 -3.564  0.0805
H 1.887 -0.020 -4.303  0.0764
H 4.724 -0.797 -1.972  0.1174
H 4.486 -2.038 0.100  0.1059
C -7.953 0.644 -1.188  -0.0500
C -6.574 0.096 -0.982  -0.2719
C -5.457 0.813 -1.395  -0.0232
C -4.191 0.278 -1.253  -0.0558
C -4.044 -0.981 -0.706  -0.2706
C -5.133 -1.697 -0.252  -0.0443
C -6.397 -1.153 -0.391  -0.0341
S -2.364 -1.542 -0.479  0.5743
O -1.664 -1.429 -1.755  -0.3769
O -2.362 -2.846 0.138  -0.3026
N -1.737 -0.387 0.429  -0.3025
C -1.975 -0.371 1.823  -0.1924
C -0.781 0.359 2.506  -0.6553
O -0.672 0.372 3.717  0.0428
O 0.018 0.915 1.689  -0.1651
H -7.920 1.650 -1.600  0.0742
H -8.502 0.664 -0.249  0.0817
H -8.501 0.006 -1.881  0.0846
H -5.580 1.797 -1.827  0.1123
H -3.307 0.817 -1.551  0.0738
H -4.975 -2.663 0.200  0.1122
H -7.261 -1.701 -0.042  0.1157
H -2.085 -1.384 2.233  0.1197
H -2.880 0.208 2.067  0.1298
C -1.636 1.324 -3.645  -0.2134
Si -0.507 1.929 -2.171  0.5692
C -1.562 3.088 -1.002  -0.2093
C 0.760 3.126 -3.038  -0.2238
H -2.494 1.979 -3.778  0.0222
H -2.000 0.315 -3.479  -0.0080
H -1.082 1.325 -4.579  0.0140
H -2.532 3.320 -1.433  0.0145
H -1.037 4.024 -0.839  0.0179
H -1.727 2.626 -0.030  -0.0006
H 0.231 3.986 -3.439  0.0253
H 1.279 2.641 -3.857  -0.0006
H 1.508 3.485 -2.340  0.0019
S 2.610 1.360 -0.053  0.7026
C 3.161 1.282 1.563  -0.7783
N 4.467 1.046 1.750  0.0074
C 5.074 0.977 3.061  -0.1741
C 4.288 1.878 4.013  -0.1540
C 2.806 1.514 3.952  -0.1630
N 2.363 1.525 2.579  0.0367
H 5.020 0.892 0.924  0.1200
H 6.113 1.311 2.986  0.1221
H 5.077 -0.061 3.426  0.1182
H 4.411 2.915 3.693  0.1216
H 4.665 1.776 5.030  0.1157
H 2.208 2.249 4.499  0.1299
H 2.624 0.531 4.404  0.1262
H 1.334 1.463 2.367  0.0735

Charge: 0
2S+1: 2
Electronic energy in Eh: -2660.70968
Energy above the lowest of the compared OMol25 structures with the same formula, charge and spin in kcal/mol: 56.3
E_HOMO (alpha / beta) in eV: -8.06 / -8.01
Gap between HOMO and LUMO (alpha / beta) in eV: 6.84 / 7.29



Record 3
This record from the Open Molecules 2025 dataset describes 2 unconnected molecules or ions with the total composition C26H41BrF9N3O3S at a distorted geometry. The level of theory is ωB97M-V/def2-TZVPD.

Each line ends with the Löwdin charge.
Element x y z (Å)
C 1.712 -5.821 -0.029  -0.0375
C 1.835 -4.383 -0.003  -0.1649
C 2.333 -3.640 -1.324  -0.1553
C 2.401 -2.029 -1.183  -0.2017
O 1.038 -1.567 -1.163  -0.1809
C 0.884 -0.341 -0.358  -0.2244
C 0.931 -0.767 1.159  -0.1004
C 0.035 -0.045 2.240  -0.1071
C 0.756 0.487 3.565  -0.2898
F 2.097 0.976 3.333  0.0280
F 0.962 -0.662 4.400  0.0403
C 0.035 1.712 4.295  -0.2991
F 1.060 2.360 5.066  0.0404
F -0.404 2.734 3.397  0.0548
S -1.349 1.338 5.477  0.9878
F -1.806 -0.071 4.744  -0.1721
F -0.376 0.602 6.600  -0.1500
F -1.074 2.835 6.224  -0.1834
F -2.414 2.155 4.439  -0.1974
F -2.622 1.135 6.533  -0.1633
C -0.367 0.420 -0.993  -0.2467
C -1.663 -0.492 -1.163  -0.1625
C -2.320 -1.427 -0.087  -0.6313
C -1.576 -2.799 0.329  -0.1275
Br -3.234 -0.530 1.483  0.6531
C -0.005 0.727 -2.587  -0.0383
C 1.472 0.874 -3.018  -0.0013
C 1.686 1.210 -4.506  -0.0361
C 0.411 1.355 -5.321  -0.1763
N -0.955 1.227 -5.029  0.0153
C -1.144 0.933 -3.646  -0.0707
N -0.619 1.787 -0.471  -0.1625
C 0.370 2.817 -0.588  -0.1090
C 1.682 2.739 0.387  -0.1189
O 2.851 2.574 -0.502  -0.2428
C 3.878 3.538 -0.193  -0.2752
C 5.284 3.065 -0.859  -0.0934
N -1.844 2.065 0.088  0.0076
C -2.653 2.925 -0.491  -0.2629
C -3.574 2.756 -1.779  -0.0501
C -2.817 4.360 0.255  -0.0499
H 1.120 -6.395 -0.809  0.0564
H 2.208 -6.438 0.808  0.0597
H 1.607 -3.896 1.000  0.0913
H 3.361 -4.055 -1.585  0.1138
H 1.610 -3.943 -2.174  0.1314
H 3.062 -1.673 -0.329  0.1332
H 2.863 -1.671 -2.182  0.1278
H 1.891 0.211 -0.499  0.1256
H 0.786 -1.912 1.219  0.0962
H 2.023 -0.692 1.549  0.1338
H -0.683 -0.862 2.636  0.0846
H -0.645 0.794 1.882  0.0853
H -1.445 -1.188 -2.062  0.1459
H -2.562 0.158 -1.490  0.0895
H -3.264 -1.838 -0.634  0.0920
H -2.363 -3.646 0.384  0.0783
H -1.171 -2.744 1.410  0.0674
H -0.808 -3.161 -0.426  0.0766
H 2.395 0.796 -2.375  0.0908
H 2.737 1.372 -4.940  0.0987
H 0.608 1.622 -6.427  0.0974
H -2.261 0.842 -3.396  0.0922
H -0.087 3.822 -0.232  0.1273
H 0.796 3.092 -1.617  0.1321
H 1.663 1.836 1.076  0.1025
H 1.869 3.726 0.941  0.1250
H 3.605 4.551 -0.665  0.1271
H 4.093 3.642 0.937  0.1282
H 5.178 2.912 -1.983  0.0733
H 6.097 3.840 -0.612  0.0791
H 5.578 2.082 -0.330  0.0809
H -4.437 3.520 -1.722  0.0821
H -3.002 3.015 -2.745  0.0888
H -4.085 1.730 -1.856  0.0846
H -2.391 5.139 -0.482  0.0975
H -3.923 4.625 0.391  0.0766
H -2.227 4.363 1.231  0.0788
C -3.274 -7.027 -0.215  -0.1610
O -3.406 -5.863 -1.018  -0.1380
H -2.258 -7.069 0.178  0.0753
H -3.982 -6.985 0.616  0.0764
H -3.464 -7.917 -0.821  0.0750
H -4.311 -5.849 -1.353  0.0759

Charge: 0
Electronic energy in Eh: -5275.65230
E_HOMO in eV: -7.07
Gap between HOMO and LUMO in eV: 6.11